207
Properties=species:S:1:pos:R:3:mulliken_charge:R:1 method="wB97M-V/def2-TZVPD" gap_ev=8.351 homo_ev=-7.923 smiles=CC1(C)CCCC(C)(C)N1O.CC1(C)CCCC(C)(C)N1O.CC1(C)CCCC(C)(C)N1O.CC1(C)CCCC(C)(C)N1O.CC1(C)CCCC(C)(C)N1O.CC1(C)CCCC(C)(C)N1O.CCO.CO.CO.CO largest_force_ev_per_a=3.73 lumo_energy_ev=0.43
C 2.151 -2.758 -4.163 -1.994
C 1.441 -1.416 -4.430 2.179
C 0.627 -1.126 -3.121 0.958
C 2.460 -0.253 -4.819 -1.392
C 1.785 1.081 -5.132 1.357
C 0.832 0.923 -6.280 -2.015
C -0.145 -0.360 -6.114 1.782
C -1.402 0.040 -5.179 -1.321
C -0.703 -0.662 -7.495 -1.767
N 0.599 -1.568 -5.587 0.016
O -0.399 -2.577 -5.437 -0.448
H 1.454 -3.516 -3.760 0.224
H 2.626 -3.029 -5.115 0.561
H 2.956 -2.738 -3.442 0.179
H 1.201 -1.135 -2.212 -0.004
H 0.057 -0.161 -3.157 -0.948
H -0.129 -1.940 -3.002 -0.740
H 3.015 -0.189 -3.830 -0.085
H 3.041 -0.656 -5.602 0.496
H 1.256 1.421 -4.217 -1.171
H 2.522 1.793 -5.383 0.870
H 1.391 0.718 -7.209 0.493
H 0.255 1.807 -6.504 0.382
H -2.180 0.323 -5.845 0.698
H -1.140 0.985 -4.683 0.019
H -1.555 -0.755 -4.472 0.019
H -1.758 -0.996 -7.356 0.383
H -0.139 -1.297 -8.154 0.417
H -0.847 0.228 -8.043 0.515
H -0.344 -3.169 -6.192 0.359
C 1.532 -5.362 3.786 -2.088
C 2.432 -4.304 4.398 1.944
C 3.699 -5.011 4.868 -2.078
C 2.681 -3.147 3.381 -0.876
C 1.449 -2.342 3.153 1.674
C 1.051 -1.690 4.509 -1.320
C 0.736 -2.718 5.672 1.639
C 0.618 -1.976 6.997 -2.042
C -0.672 -3.314 5.459 -1.454
N 1.841 -3.690 5.708 0.161
O 1.752 -4.631 6.699 -0.493
H 0.527 -4.998 3.643 0.349
H 1.968 -5.765 2.882 0.325
H 1.495 -6.216 4.414 0.654
H 3.531 -5.926 5.371 0.449
H 4.180 -5.373 3.911 0.396
H 4.407 -4.368 5.351 0.412
H 3.532 -2.551 3.783 0.163
H 3.054 -3.578 2.441 0.199
H 1.625 -1.635 2.289 -0.730
H 0.658 -3.013 2.794 -0.117
H 0.256 -0.991 4.338 0.133
H 1.990 -1.225 4.819 0.604
H 1.569 -1.540 7.165 0.506
H 0.325 -2.671 7.794 0.417
H -0.200 -1.290 6.919 0.270
H -0.932 -4.094 6.189 0.410
H -0.849 -3.642 4.459 0.177
H -1.446 -2.574 5.536 0.276
H 0.955 -5.129 6.516 0.394
C 5.590 1.528 1.477 -1.735
C 4.672 0.298 1.716 1.511
C 3.795 0.592 2.920 -0.901
C 3.694 0.088 0.478 0.920
C 4.342 -0.656 -0.658 0.240
C 4.891 -1.984 -0.110 -1.026
C 6.059 -1.767 0.913 1.510
C 6.462 -3.116 1.564 -1.717
C 7.268 -1.109 0.212 -1.694
N 5.482 -0.952 2.002 1.209
O 6.501 -0.527 2.883 -0.633
H 6.563 1.511 2.031 0.236
H 5.856 1.598 0.400 0.383
H 5.174 2.534 1.722 0.346
H 3.145 1.437 2.696 -0.549
H 3.223 -0.272 3.157 -0.214
H 4.567 0.837 3.689 0.794
H 2.893 -0.554 0.852 -0.959
H 3.238 1.099 0.237 -0.712
H 3.615 -0.837 -1.462 -0.325
H 5.089 0.062 -1.112 0.429
H 5.405 -2.598 -0.914 0.543
H 4.084 -2.683 0.242 -0.234
H 6.884 -3.741 0.753 0.423
H 5.567 -3.587 2.038 0.128
H 7.183 -2.889 2.356 0.417
H 7.795 -1.836 -0.464 0.412
H 8.044 -0.809 0.895 0.382
H 6.924 -0.185 -0.373 0.290
H 6.187 -0.852 3.715 0.336
C 0.414 7.665 -0.831 -1.891
C 0.476 6.556 -1.859 1.599
C -0.891 6.412 -2.585 -1.790
C 1.568 6.819 -2.918 -1.262
C 1.866 5.665 -3.875 -0.655
C 2.390 4.539 -3.046 -1.342
C 1.309 4.118 -1.970 2.685
C 0.102 3.396 -2.572 -1.109
C 1.947 3.222 -0.940 -1.675
N 0.828 5.281 -1.174 -0.390
O -0.176 4.928 -0.280 0.680
H -0.554 7.556 -0.326 0.225
H 0.334 8.619 -1.397 0.513
H 1.350 7.700 -0.244 0.375
H -1.680 5.992 -1.976 0.131
H -0.796 5.767 -3.382 0.466
H -1.266 7.421 -2.829 0.493
H 1.305 7.716 -3.564 0.433
H 2.498 7.010 -2.349 0.311
H 2.545 5.925 -4.708 0.374
H 0.863 5.481 -4.317 0.308
H 3.206 4.911 -2.433 0.560
H 2.707 3.627 -3.606 0.097
H -0.069 3.849 -3.530 0.677
H 0.313 2.305 -2.663 -0.934
H -0.759 3.477 -1.927 0.372
H 1.207 2.818 -0.270 -0.274
H 2.393 2.305 -1.429 0.187
H 2.641 3.775 -0.283 0.502
H 0.308 5.020 0.581 0.521
C -3.508 1.861 -1.721 -0.206
C -4.528 0.755 -1.347 1.744
C -4.222 -0.523 -2.250 -1.945
C -4.409 0.278 0.093 -0.339
C -4.950 1.287 1.074 1.178
C -6.361 1.755 0.627 -1.531
C -6.518 2.153 -0.856 1.550
C -8.033 2.387 -1.212 -1.658
C -5.839 3.502 -0.993 -1.031
N -5.912 1.080 -1.626 0.051
O -5.943 1.390 -3.040 -0.515
H -3.297 2.522 -0.830 -0.635
H -2.557 1.331 -1.942 0.104
H -3.988 2.460 -2.550 0.436
H -5.113 -1.165 -2.236 0.622
H -3.895 -0.263 -3.212 0.436
H -3.380 -1.105 -1.784 0.117
H -4.889 -0.702 0.218 0.433
H -3.369 0.116 0.346 -0.676
H -4.960 0.944 2.110 0.677
H -4.281 2.093 1.115 -1.355
H -6.655 2.549 1.297 0.547
H -7.041 0.918 0.852 0.356
H -8.375 3.351 -0.914 0.363
H -8.804 1.620 -0.875 0.299
H -8.071 2.360 -2.300 0.431
H -6.566 4.246 -0.576 0.495
H -5.643 3.811 -2.038 0.163
H -4.930 3.480 -0.401 -0.163
H -6.717 1.030 -3.442 0.378
C 0.827 -4.078 -0.615 -1.780
C -0.695 -3.920 -0.524 3.028
C -0.970 -2.462 -0.101 0.817
C -1.280 -4.385 -1.944 -0.449
C -2.719 -4.833 -1.853 -0.595
C -3.089 -5.737 -0.714 -1.602
C -2.492 -5.220 0.579 2.055
C -3.299 -3.913 1.079 -0.961
C -2.729 -6.312 1.584 -2.168
N -1.054 -5.008 0.438 -0.364
O -0.486 -4.681 1.740 -0.068
H 1.287 -3.523 -1.430 0.089
H 1.317 -3.928 0.345 -0.327
H 0.998 -5.120 -0.864 0.726
H -1.993 -2.155 -0.377 -1.199
H -0.862 -2.224 0.927 0.328
H -0.247 -1.791 -0.640 -0.802
H -1.028 -3.621 -2.622 -0.307
H -0.698 -5.260 -2.176 0.533
H -3.396 -3.996 -1.827 -0.025
H -3.064 -5.240 -2.810 0.543
H -2.739 -6.763 -0.800 0.445
H -4.147 -5.870 -0.651 0.487
H -3.453 -3.211 0.256 0.003
H -2.842 -3.304 1.902 -0.074
H -4.289 -4.259 1.408 0.585
H -3.744 -6.723 1.478 0.456
H -2.631 -5.989 2.630 0.226
H -2.115 -7.166 1.416 0.550
H -0.977 -3.899 2.116 -0.209
C 0.104 0.963 1.450 -0.019
C -1.084 1.807 1.317 1.890
O -1.332 2.599 2.475 -0.925
H 0.147 0.338 0.510 -0.345
H -0.040 0.181 2.214 -0.227
H 1.035 1.487 1.615 -0.213
H -1.975 1.116 1.224 -0.651
H -1.098 2.546 0.473 -0.205
H -2.159 3.098 2.258 0.432
C -2.724 0.156 5.399 -0.599
O -2.692 0.128 3.992 -0.216
H -3.359 -0.665 5.739 0.273
H -1.676 0.008 5.734 0.045
H -3.007 1.074 5.916 0.299
H -2.038 0.846 3.738 0.203
C 1.829 4.547 2.818 -0.701
O 0.698 4.810 2.059 -0.563
H 1.879 3.509 3.173 0.160
H 2.673 4.851 2.227 0.338
H 1.795 5.205 3.665 0.353
H -0.046 4.306 2.438 0.186
C -3.256 5.531 1.506 -0.411
O -3.512 4.138 1.889 -0.554
H -3.326 6.236 2.353 0.329
H -2.265 5.637 1.002 -0.078
H -4.005 5.871 0.753 0.284
H -4.460 3.990 2.065 0.273



214
Properties=species:S:1:pos:R:3:mulliken_charge:R:1 method="wB97M-V/def2-TZVPD" charge=+6 gap_ev=8.593 homo_ev=-20.277 largest_force_ev_per_a=4.92 lumo_energy_ev=-11.68
As 1.963 0.195 1.029 1.985
F 3.540 -0.672 0.818 -0.588
F 1.094 -1.330 0.634 -0.173
F 0.405 1.114 1.192 -0.309
F 2.876 1.772 1.422 -0.544
F 1.942 0.623 -0.700 -0.224
F 2.014 -0.308 2.754 -0.473
C 2.508 1.482 -3.643 -0.863
N 3.319 2.803 -3.384 0.438
C 2.909 4.012 -4.352 -0.871
C 3.094 3.250 -1.943 -1.115
C 4.870 2.627 -3.474 -0.503
C 5.497 2.521 -4.877 -0.869
O 4.977 1.432 -5.628 -0.502
H 1.504 1.465 -3.220 -0.057
H 3.103 0.698 -3.174 0.342
H 2.400 1.296 -4.711 0.472
H 1.835 4.092 -4.178 0.364
H 3.041 3.618 -5.359 0.394
H 3.314 5.004 -4.154 0.339
H 2.013 3.387 -1.908 0.195
H 3.631 4.196 -1.889 0.663
H 3.476 2.533 -1.215 0.281
H 5.181 1.833 -2.796 0.527
H 5.297 3.576 -3.152 0.403
H 6.535 2.189 -4.863 0.443
H 5.594 3.476 -5.393 0.434
H 5.347 1.449 -6.513 0.351
C 6.178 -1.455 2.128 -1.088
N 6.688 -0.197 2.952 0.128
C 5.417 0.642 3.297 -0.756
C 7.267 -0.758 4.291 -0.842
C 7.765 0.512 2.048 -0.649
C 8.449 1.682 2.845 -0.545
O 9.375 1.068 3.666 -0.503
H 5.675 -1.039 1.255 0.228
H 5.484 -2.088 2.681 0.397
H 7.002 -2.025 1.698 0.544
H 4.833 0.025 3.980 0.353
H 4.863 0.707 2.361 0.121
H 5.792 1.578 3.710 0.425
H 6.502 -1.467 4.606 0.362
H 7.381 0.147 4.888 0.423
H 8.212 -1.290 4.183 0.330
H 7.196 0.867 1.188 0.416
H 8.481 -0.161 1.576 0.474
H 7.841 2.428 3.357 0.332
H 8.985 2.213 2.058 0.440
H 9.822 1.790 4.116 0.330
C 2.287 6.297 2.282 -1.090
N 2.255 5.056 3.150 0.528
C 1.123 4.206 2.660 -1.183
C 3.647 4.301 3.027 -1.032
C 1.987 5.470 4.653 -0.512
C 2.526 6.773 5.112 -0.860
O 3.992 6.771 5.240 -0.484
H 3.096 6.957 2.591 0.356
H 1.316 6.736 2.510 0.543
H 2.423 6.042 1.231 0.295
H 1.311 3.242 3.131 0.299
H 1.192 4.177 1.572 0.346
H 0.204 4.621 3.074 0.511
H 4.425 4.845 3.563 0.433
H 3.801 4.284 1.949 0.323
H 3.687 3.288 3.426 0.409
H 2.302 4.671 5.324 0.425
H 0.938 5.355 4.925 0.461
H 1.965 7.025 6.012 0.444
H 2.214 7.560 4.426 0.376
H 4.171 7.604 5.683 0.334
C -2.912 4.903 1.060 -0.666
C -3.759 3.771 1.760 -0.762
N -2.943 2.992 2.673 0.515
C -2.508 3.436 3.867 -0.598
C -1.974 2.400 4.625 -0.562
N -1.805 1.314 3.733 0.346
C -2.317 1.745 2.528 -0.588
C -1.022 0.108 3.929 -0.821
H -2.385 5.496 1.808 0.349
H -3.557 5.597 0.520 0.448
H -2.360 4.378 0.281 -0.055
H -4.191 3.112 1.007 0.429
H -4.608 4.304 2.189 0.279
H -2.697 4.447 4.196 0.553
H -1.557 2.298 5.616 0.509
H -2.496 1.069 1.706 0.617
H -0.749 -0.281 2.948 0.083
H -1.719 -0.575 4.415 0.400
H -0.141 0.188 4.566 0.332
C 0.794 -4.016 11.334 -1.128
C 0.910 -4.738 9.956 -0.205
N 0.871 -3.725 8.899 0.177
C -0.126 -2.835 8.631 -0.433
C 0.230 -2.131 7.409 -0.192
N 1.442 -2.660 6.982 0.268
C 1.771 -3.682 7.871 -0.283
C 2.133 -2.318 5.798 -0.565
H 0.895 -4.694 12.182 0.373
H -0.132 -3.444 11.385 0.339
H 1.524 -3.225 11.510 0.355
H 0.166 -5.516 9.786 0.308
H 1.920 -5.127 9.826 0.243
H -1.031 -2.813 9.220 0.442
H -0.219 -1.364 6.795 0.296
H 2.510 -4.461 7.760 0.354
H 3.117 -1.999 6.141 0.441
H 1.631 -1.525 5.243 -0.178
H 2.165 -3.181 5.132 0.399
C -0.563 2.841 -1.858 -1.240
C -1.512 1.624 -1.642 1.850
C -2.577 1.581 -2.699 -1.257
C -3.667 0.508 -2.497 0.437
P -4.980 0.585 -3.833 0.358
C -4.413 0.276 -5.524 -0.813
C -5.460 0.282 -6.732 -0.666
C -4.637 0.128 -8.098 -0.609
C -3.814 -1.184 -8.180 -0.803
C -6.207 -0.715 -3.246 -1.186
C -7.461 -1.068 -4.161 -0.500
C -8.659 -0.186 -3.787 -0.037
C -9.888 -0.523 -4.672 -1.510
C -5.827 2.172 -3.736 -1.320
C -6.200 2.634 -2.295 -0.194
C -6.926 3.997 -2.392 -0.568
C -7.451 4.558 -1.036 -1.106
H -1.174 3.737 -1.748 0.470
H -0.107 2.907 -2.846 0.678
H 0.128 2.992 -1.029 -0.297
H -1.943 1.629 -0.640 -0.585
H -0.985 0.670 -1.605 -0.854
H -2.080 1.452 -3.660 0.364
H -3.019 2.576 -2.740 0.609
H -4.240 0.571 -1.573 0.796
H -3.260 -0.503 -2.532 -0.961
H -4.038 -0.745 -5.459 0.543
H -3.549 0.922 -5.678 0.647
H -6.099 1.165 -6.728 0.518
H -6.243 -0.469 -6.632 0.209
H -3.870 0.902 -8.125 0.317
H -5.271 0.132 -8.985 0.403
H -3.184 -1.412 -7.320 -0.063
H -3.238 -1.319 -9.095 0.429
H -4.544 -1.993 -8.174 0.320
H -6.508 -0.504 -2.220 0.648
H -5.525 -1.564 -3.219 0.496
H -7.700 -2.097 -3.893 0.486
H -7.248 -1.113 -5.229 0.094
H -8.497 0.882 -3.936 0.009
H -8.906 -0.382 -2.744 0.384
H -10.284 -1.537 -4.632 0.375
H -9.700 -0.275 -5.717 0.349
H -10.708 0.131 -4.372 0.407
H -6.720 2.062 -4.352 0.863
H -5.208 2.914 -4.241 0.679
H -5.377 2.639 -1.580 -0.194
H -6.853 1.915 -1.800 0.357
H -7.819 3.894 -3.010 0.361
H -6.300 4.762 -2.850 0.408
H -7.932 5.532 -1.126 0.415
H -6.588 4.685 -0.383 0.071
H -8.121 3.777 -0.677 0.349
C -0.673 -1.028 -5.324 -0.997
C 0.594 -1.619 -4.665 0.115
C 0.222 -2.406 -3.403 -0.211
C 1.306 -2.961 -2.533 -1.058
P 0.633 -4.048 -1.199 0.620
C -0.986 -3.363 -0.593 -0.665
C -2.344 -3.396 -1.330 0.619
C -3.366 -2.658 -0.580 0.620
C -4.134 -3.515 0.508 -1.449
C 2.012 -4.331 -0.005 -0.871
C 3.397 -4.518 -0.788 -0.769
C 4.576 -4.604 0.254 -0.338
C 5.881 -3.972 -0.310 -1.392
C 0.237 -5.692 -1.948 -0.698
C -0.910 -6.427 -1.268 -0.614
C -0.784 -7.952 -1.048 -0.863
C -0.242 -8.321 0.323 -1.194
H -1.411 -0.859 -4.539 -0.086
H -1.136 -1.769 -5.976 0.326
H -0.691 -0.109 -5.909 0.602
H 1.198 -0.785 -4.308 -0.523
H 1.217 -2.184 -5.358 0.691
H -0.459 -3.205 -3.694 0.550
H -0.353 -1.697 -2.807 -0.710
H 1.667 -2.117 -1.945 0.106
H 2.105 -3.526 -3.013 0.973
H -0.587 -2.350 -0.563 -0.452
H -1.144 -3.672 0.440 1.022
H -2.653 -4.356 -1.745 0.344
H -2.158 -2.815 -2.233 -0.488
H -4.138 -2.311 -1.267 -0.263
H -3.032 -1.754 -0.070 -0.313
H -4.006 -4.597 0.464 0.348
H -5.208 -3.329 0.504 0.428
H -3.845 -3.174 1.502 0.306
H 1.690 -5.132 0.660 0.653
H 2.094 -3.450 0.632 0.270
H 3.480 -3.638 -1.426 0.384
H 3.365 -5.307 -1.540 0.441
H 4.700 -5.635 0.583 0.404
H 4.234 -4.108 1.162 0.272
H 6.701 -3.889 0.404 0.367
H 5.652 -3.011 -0.769 0.346
H 6.224 -4.625 -1.112 0.420
H 1.156 -6.277 -1.983 0.591
H 0.012 -5.555 -3.005 0.631
H -1.787 -6.259 -1.892 0.237
H -1.160 -5.915 -0.339 0.279
H -0.271 -8.480 -1.852 0.450
H -1.773 -8.410 -1.081 0.402
H -0.213 -9.410 0.369 0.437
H -0.954 -7.965 1.068 0.324
H 0.790 -7.996 0.451 0.235



Calculated values (a.u.) of total energy for the records, taken in order: -3407.72685 -6454.10747.